No. 1
Density functional theory data (ωB97M-V/def2-TZVPD) for a single C4H5NO molecule.

Summary:
SMILES: O=C1C[C@H]2N[C@@H]12
ΔE to the lowest compared entry with this formula, charge and spin, eV: 3.6570
Strongest force on any atom, Eh/bohr: 0.0397
Frontier orbital gap, eV: 9.79
E_HOMO, eV: -8.81

```
! wB97M-V def2-TZVPD RIJCOSX def2/J DEFGRID3
* xyz 0 1
O -2.39 0.33 -0.30
C -1.19 0.24 -0.26
C -0.23 -0.66 -1.03
C 0.58 -0.64 0.45
N 1.13 0.63 0.12
C -0.16 0.64 0.77
H -0.59 -1.54 -1.53
H 0.26 0.00 -1.81
H 0.90 -1.21 1.38
H 1.97 1.05 0.47
H -0.28 1.16 1.72
*
```

Atom charges from the Löwdin analysis, given in e for atoms 1 to 4:
1 O 0.090
2 C -0.394
3 C -0.001
4 C -0.133

No. 2
Density functional theory data (ωB97M-V/def2-TZVPD) for a single C4H5NO molecule.

Summary:
ΔE to the lowest compared entry with this formula, charge and spin, eV: 5.5515
Strongest force on any atom, Eh/bohr: 0.0124
Frontier orbital gap, eV: 9.95
E_HOMO, eV: -10.25

```
! wB97M-V def2-TZVPD RIJCOSX def2/J DEFGRID3
* xyz 0 1
C -0.65 -1.04 0.13
C 0.29 0.11 -0.01
N -0.07 1.34 -0.09
O -1.43 1.47 0.05
C 1.99 -0.26 -1.26
C 1.79 -0.09 0.01
H -1.24 -1.17 -0.79
H -0.10 -1.97 0.31
H -1.36 -0.86 0.95
H -1.55 2.43 0.04
H 2.36 -0.04 0.93
*
```

Atom charges from the Löwdin analysis, given in e for atoms 1 to 4:
1 C -0.036
2 C -0.426
3 N 0.052
4 O -0.041

No. 3
Density functional theory data (ωB97M-V/def2-TZVPD) for a single C4H5NO molecule.

Summary:
ΔE to the lowest compared entry with this formula, charge and spin, eV: 4.3898
Strongest force on any atom, Eh/bohr: 0.0212
Frontier orbital gap, eV: 9.01
E_HOMO, eV: -9.31

```
! wB97M-V def2-TZVPD RIJCOSX def2/J DEFGRID3
* xyz 0 1
C -1.39 -0.43 -0.22
C -0.60 0.82 -0.17
O 0.75 0.69 1.37
C 0.89 0.60 -0.05
C 1.47 -0.72 -0.37
N 1.90 -1.74 -0.70
H -2.33 -0.32 0.32
H -1.66 -0.47 -1.29
H -0.89 -1.37 0.04
H 0.34 1.56 1.54
H 1.52 1.38 -0.48
*
```

Atom charges from the Löwdin analysis, given in e for atoms 1 to 4:
1 C -0.137
2 C 0.047
3 O -0.007
4 C -0.417

No. 4
Density functional theory data (ωB97M-V/def2-TZVPD) for 2 unconnected molecules or ions with the total composition C4H5NO.

Summary:
SMILES: C=C=C=O.C=N
ΔE to the lowest compared entry with this formula, charge and spin, eV: 3.3531
Strongest force on any atom, Eh/bohr: 0.0211
Frontier orbital gap, eV: 8.54
E_HOMO, eV: -8.63

```
! wB97M-V def2-TZVPD RIJCOSX def2/J DEFGRID3
* xyz 0 1
C 1.74 0.85 0.23
C 1.48 0.19 1.35
C 0.70 -0.81 1.70
O 0.12 -1.67 2.24
H 1.24 0.58 -0.71
H 2.44 1.68 0.20
C -1.57 0.29 -1.13
N -0.97 -0.72 -0.64
H -2.21 0.26 -2.01
H -1.44 1.26 -0.65
H -1.17 -1.57 -1.17
*
```

Atom charges from the Löwdin analysis, given in e for atoms 1 to 4:
1 C -0.009
2 C -0.097
3 C -0.248
4 O 0.153

No. 5
Density functional theory data (ωB97M-V/def2-TZVPD) for a single C4H5NO molecule.

Summary:
ΔE to the lowest compared entry with this formula, charge and spin, eV: 4.0521
Strongest force on any atom, Eh/bohr: 0.0410
Frontier orbital gap, eV: 9.97
E_HOMO, eV: -8.96

```
! wB97M-V def2-TZVPD RIJCOSX def2/J DEFGRID3
* xyz 0 1
C -2.67 -0.16 0.25
C -1.23 -0.29 0.18
C -0.03 -0.29 0.16
C 1.81 0.64 -0.08
O 1.25 -0.60 0.10
N 3.05 0.41 -0.39
H -3.13 -0.74 -0.54
H -3.00 0.87 0.14
H -3.07 -0.51 1.20
H 3.40 -0.53 -0.46
H 3.63 1.20 -0.55
*
```

Atom charges from the Löwdin analysis, given in e for atoms 1 to 4:
1 C -0.115
2 C -0.072
3 C -0.180
4 C -0.156

No. 6
Density functional theory data (ωB97M-V/def2-TZVPD) for a single C4H5NO molecule.

Summary:
SMILES: N#CC[C@H]1CO1
ΔE to the lowest compared entry with this formula, charge and spin, eV: 1.5812
Strongest force on any atom, Eh/bohr: 0.0218
Frontier orbital gap, eV: 11.86
E_HOMO, eV: -10.98

```
! wB97M-V def2-TZVPD RIJCOSX def2/J DEFGRID3
* xyz 0 1
N -0.46 -0.24 2.76
C -0.72 0.12 1.70
C -0.92 0.54 0.31
C 0.43 0.44 -0.39
C 0.88 -0.85 -0.90
O 0.43 0.18 -1.78
H -1.32 1.56 0.28
H -1.65 -0.12 -0.18
H 1.17 1.16 -0.05
H 1.94 -1.08 -0.93
H 0.21 -1.71 -0.82
*
```

Atom charges from the Löwdin analysis, given in e for atoms 1 to 4:
1 N 0.147
2 C -0.220
3 C -0.121
4 C -0.326

No. 7
Density functional theory data (ωB97M-V/def2-TZVPD) for a single C4H5NO molecule.

Summary:
SMILES: Cc1ccon1
ΔE to the lowest compared entry with this formula, charge and spin, eV: 1.4629
Strongest force on any atom, Eh/bohr: 0.0131
Frontier orbital gap, eV: 10.98
E_HOMO, eV: -9.92

```
! wB97M-V def2-TZVPD RIJCOSX def2/J DEFGRID3
* xyz 0 1
C 0.91 0.00 1.48
C 0.33 0.05 0.09
C -0.93 -0.43 -0.39
C -1.01 0.07 -1.64
O 0.11 0.74 -1.95
N 0.95 0.73 -0.85
H 1.90 0.46 1.50
H 0.27 0.55 2.17
H 0.99 -1.03 1.85
H -1.63 -1.16 -0.03
H -1.84 0.04 -2.33
*
```

Atom charges from the Löwdin analysis, given in e for atoms 1 to 4:
1 C -0.033
2 C -0.348
3 C -0.023
4 C -0.131

No. 8
Density functional theory data (ωB97M-V/def2-TZVPD) for a single C4H5NO molecule.

Summary:
SMILES: C[C@H](C#N)C=O
ΔE to the lowest compared entry with this formula, charge and spin, eV: 4.1157
Strongest force on any atom, Eh/bohr: 0.0704
Frontier orbital gap, eV: 9.34
E_HOMO, eV: -9.59

```
! wB97M-V def2-TZVPD RIJCOSX def2/J DEFGRID3
* xyz 0 1
C -0.68 1.16 0.16
C -0.40 -0.35 0.31
C 1.04 -0.13 1.14
N 2.04 -0.17 0.48
C 0.21 -1.11 -0.82
O 1.41 -1.07 -1.03
H -0.68 1.56 1.18
H 0.15 1.63 -0.38
H -1.62 1.39 -0.33
H -1.38 -0.86 0.58
H -0.30 -1.85 -1.43
*
```

Atom charges from the Löwdin analysis, given in e for atoms 1 to 4:
1 C -0.100
2 C -0.229
3 C -0.130
4 N 0.117

No. 9
Density functional theory data (ωB97M-V/def2-TZVPD) for a molecular structure, C4H5NO.

Summary:
ΔE to the lowest compared entry with this formula, charge and spin, eV: 4.8759
Strongest force on any atom, Eh/bohr: 0.0063
Frontier orbital gap, eV: 8.76
E_HOMO, eV: -9.47

```
! wB97M-V def2-TZVPD RIJCOSX def2/J DEFGRID3
* xyz 0 1
C 0.46 -1.79 0.23
C 0.13 -0.34 0.03
N 1.14 0.47 -0.50
O 0.84 1.66 -0.65
C -0.94 1.67 -0.04
C -1.02 0.34 0.28
H 1.54 -1.95 0.10
H 0.18 -2.11 1.23
H -0.07 -2.42 -0.49
H -0.84 2.42 0.75
H -1.42 2.04 -0.94
*
```

Atom charges from the Löwdin analysis, given in e for atoms 1 to 4:
1 C -0.064
2 C -0.367
3 N 0.052
4 O -0.057

No. 10
Density functional theory data (ωB97M-V/def2-TZVPD) for a single C4H5NO molecule.

Summary:
SMILES: C1CC1C1=NO1
ΔE to the lowest compared entry with this formula, charge and spin, eV: 5.9178
Strongest force on any atom, Eh/bohr: 0.1427
Frontier orbital gap, eV: 10.12
E_HOMO, eV: -9.23

```
! wB97M-V def2-TZVPD RIJCOSX def2/J DEFGRID3
* xyz 0 1
C 0.96 -0.35 -0.62
C 0.88 0.81 0.22
C 0.04 -0.30 0.50
C -1.66 -0.22 0.23
N -2.70 0.35 0.44
O -2.53 -0.78 -0.56
H 0.57 -0.19 -1.55
H 1.89 -0.91 -0.67
H 1.78 0.79 0.87
H 0.62 1.83 -0.26
H 0.15 -1.01 1.40
*
```

Atom charges from the Löwdin analysis, given in e for atoms 1 to 4:
1 C -0.159
2 C -0.170
3 C -0.178
4 C -0.342

No. 11
Density functional theory data (ωB97M-V/def2-TZVPD) for 2 unconnected molecules or ions with the total composition C4H5NO.

Summary:
SMILES: C=CC#N.C=O
ΔE to the lowest compared entry with this formula, charge and spin, eV: 2.1384
Strongest force on any atom, Eh/bohr: 0.0488
Frontier orbital gap, eV: 10.23
E_HOMO, eV: -10.35

```
! wB97M-V def2-TZVPD RIJCOSX def2/J DEFGRID3
* xyz 0 1
C 0.71 -1.47 -0.20
C 0.64 -0.46 0.65
C 1.50 0.66 0.42
N 2.12 1.62 0.14
H 0.11 -2.39 -0.06
H 1.25 -1.32 -1.13
H 0.07 -0.51 1.57
C -1.58 0.95 -0.34
O -2.45 0.22 0.06
H -1.25 1.84 0.24
H -1.13 0.85 -1.35
*
```

Atom charges from the Löwdin analysis, given in e for atoms 1 to 4:
1 C 0.045
2 C -0.212
3 C -0.252
4 N 0.153

No. 12
Density functional theory data (ωB97M-V/def2-TZVPD) for 2 unconnected molecules or ions with the total composition C4H5NO.

Summary:
SMILES: C1=NC1.C=C=O
ΔE to the lowest compared entry with this formula, charge and spin, eV: 4.1181
Strongest force on any atom, Eh/bohr: 0.0684
Frontier orbital gap, eV: 10.42
E_HOMO, eV: -9.63

```
! wB97M-V def2-TZVPD RIJCOSX def2/J DEFGRID3
* xyz 0 1
C 0.52 0.32 1.01
N -0.10 -0.68 1.46
C 1.38 -0.87 1.00
H 0.36 1.35 0.83
H 1.86 -1.47 0.19
H 1.94 -0.87 1.89
C -1.42 1.20 -1.45
C -0.29 0.79 -1.81
O 0.79 0.46 -2.08
H -2.37 0.92 -1.66
H -1.32 1.83 -0.58
*
```

Atom charges from the Löwdin analysis, given in e for atoms 1 to 4:
1 C -0.204
2 N 0.121
3 C -0.135
4 H 0.091